Molecular formula: C30H84N8O14
Method: DFT, ωB97M-V/def2-TZVPD

charge	0
E_LUMO	0.165	eV
gap between HOMO and LUMO	8.2	eV
energy above the lowest of the compared OMol25 structures with the same formula, charge and spin	0.00	kcal per mole
structure (SMILES)	COCCNCCOC.COCCNCCOC.COCCNCCOC.COCCNCCOC.NC(N)=O.NC(N)=O.CO.CO.CO.CO
total energy	-2684.566525	hartree

```
136
C30H84N8O14, DFT ωB97M-V/def2-TZVPD
C 2.3383 1.4446 3.9454
O 0.9404 1.3643 4.2870
C 0.2060 2.4777 3.8319
C -1.2278 2.1332 4.1686
N -1.7809 0.9638 3.5443
C -3.1731 0.6629 3.9915
C -3.6053 -0.5042 3.1751
O -2.7117 -1.5831 3.3494
C -2.7546 -2.6926 2.3910
H 2.6986 2.3674 4.4764
H 2.5444 1.4440 2.9082
H 2.8335 0.7313 4.5755
H 0.3888 2.5786 2.7563
H 0.5943 3.3817 4.3385
H -1.9109 2.9148 3.9078
H -1.3521 2.0062 5.2755
H -1.1415 0.1877 3.7332
H -3.7761 1.5495 3.9175
H -3.1511 0.3310 5.0047
H -3.6489 -0.2448 2.1352
H -4.6195 -0.7035 3.4651
H -1.9292 -3.3445 2.6430
H -2.5866 -2.3207 1.3499
H -3.7904 -3.0462 2.3729
C 2.0701 -0.4214 -3.5845
O 0.9205 0.4090 -3.4068
C 1.0635 1.7548 -3.7190
C -0.2787 2.4021 -3.5262
N -1.3393 1.9886 -4.4805
C -1.4841 2.7935 -5.7347
C -2.3940 1.9921 -6.6569
O -1.6516 0.9280 -7.2105
C -2.4188 -0.0056 -8.0737
H 1.7453 -1.4202 -3.5492
H 2.7916 -0.3585 -2.7489
H 2.6033 -0.2390 -4.5404
H 1.5028 1.9531 -4.6761
H 1.8112 2.1931 -2.9299
H -0.1967 3.4964 -3.6009
H -0.5500 2.2157 -2.4992
H -1.0515 1.0598 -4.8112
H -0.5352 3.1375 -6.1915
H -2.0542 3.7376 -5.5661
H -2.8900 2.6601 -7.4528
H -3.2927 1.7742 -6.0366
H -3.0000 -0.6982 -7.4674
H -1.5792 -0.4546 -8.6802
H -3.1025 0.5018 -8.7697
C -3.3440 -6.2437 -0.6402
O -4.4190 -5.8291 -1.4448
C -4.1953 -4.5526 -2.0993
C -4.4687 -3.4128 -1.1395
N -3.7784 -2.1940 -1.6076
C -4.1765 -0.9660 -0.9049
C -5.5445 -0.4771 -1.3505
O -6.6286 -1.2219 -0.8913
C -6.9048 -1.1555 0.5180
H -2.6665 -6.8620 -1.1850
H -3.6747 -6.9135 0.1879
H -2.8170 -5.5023 -0.0213
H -4.9050 -4.4655 -2.9102
H -3.1282 -4.6295 -2.5703
H -4.1627 -3.6564 -0.1659
H -5.5791 -3.1759 -1.0960
H -2.7487 -2.2705 -1.6021
H -3.3706 -0.2013 -0.9686
H -4.1579 -1.1149 0.1851
H -5.7020 -0.5397 -2.4120
H -5.6043 0.5622 -1.0659
H -6.9882 -0.1422 0.8333
H -6.1802 -1.7128 1.0753
H -7.8943 -1.5815 0.7046
C 4.1115 0.6523 0.2186
O 4.2971 1.5847 1.2925
C 5.5530 1.9872 1.6890
C 5.3197 2.9303 2.8742
N 6.5178 3.1964 3.6095
C 6.2144 4.2132 4.7292
C 6.6822 3.7098 6.0630
O 8.0631 3.7994 6.1171
C 8.6998 2.8869 7.0251
H 3.1902 0.8400 -0.2940
H 4.0534 -0.3868 0.5728
H 4.8381 0.8285 -0.5023
H 6.0363 2.5876 0.8692
H 6.1757 1.1218 2.0097
H 4.6240 2.3725 3.5130
H 4.7708 3.7905 2.5585
H 7.2559 3.5610 3.0720
H 5.0847 4.4440 4.6982
H 6.8595 5.0816 4.4761
H 6.2316 2.7319 6.2872
H 6.2955 4.5428 6.6673
H 8.0432 2.6590 7.9126
H 9.6580 3.3553 7.3415
H 8.9517 1.9574 6.5157
N -0.1542 -0.5744 1.3829
C 0.0542 0.0434 0.1322
N -0.5677 -0.5352 -0.8704
O 0.7327 1.0427 -0.0066
H 0.1943 -0.0027 2.1261
H -0.9917 -1.0876 1.4645
H -0.8441 -1.4861 -0.7999
H -0.3971 -0.1359 -1.7590
N 1.4380 -4.0222 -0.0531
C 0.1133 -4.1916 -0.5129
N 0.0017 -4.8427 -1.7519
O -0.9348 -3.8868 0.0093
H 2.1384 -4.0107 -0.7448
H 1.5302 -3.3753 0.6705
H 0.7021 -5.5491 -2.0116
H -0.9643 -4.9443 -2.0154
C -2.6179 -0.7625 -4.1580
O -1.4828 -1.3592 -3.4442
H -2.6800 0.2750 -3.9177
H -2.4905 -0.9587 -5.2447
H -3.4507 -1.3453 -3.8491
H -0.7228 -0.7863 -3.6055
C 3.2197 -6.6736 -0.5066
O 3.1543 -5.8922 -1.6721
H 4.0661 -6.2789 0.0912
H 2.2234 -6.6519 -0.0117
H 3.3348 -7.7174 -0.6292
H 3.9341 -5.9189 -2.1937
C -1.9183 3.1461 0.5912
O -2.6384 1.9177 0.9281
H -0.9424 3.1933 1.1156
H -1.6953 3.1527 -0.4612
H -2.5514 4.0630 0.7264
H -2.1158 1.5652 1.6932
C 1.7592 4.2886 0.1251
O 3.1318 4.3816 -0.0354
H 1.3625 5.2127 -0.2066
H 1.4034 3.3739 -0.4709
H 1.6015 4.0919 1.1703
H 3.5021 3.5536 0.3304
```